# 1
105
Properties=species:S:1:pos:R:3 method="wB97M-V/def2-TZVPD" charge=-1 spin_multiplicity=1 e_above_lowest_kj_mol=675.29 e_tot_ev=-90243.6224
Sn 0.70 0.93 -1.30
N -1.38 3.84 0.12
C -1.10 3.06 1.22
N -0.91 3.56 2.44
N -0.72 2.48 3.20
N -0.83 1.41 2.47
N -1.07 1.74 1.19
C -1.63 3.35 -1.13
N -2.50 3.93 -1.96
N -2.45 3.19 -3.08
N -1.61 2.22 -2.95
N -1.05 2.30 -1.71
H -1.71 4.77 0.31
C 0.32 -0.67 4.35
C 1.63 -0.71 3.54
P 1.47 -0.47 1.70
C 2.08 1.23 1.41
C 2.48 1.56 0.12
C 2.91 2.84 -0.20
C 2.91 3.82 0.78
C 2.48 3.52 2.06
C 2.06 2.24 2.37
C 2.97 -1.43 1.23
C 2.76 -2.76 0.85
C 3.82 -3.58 0.49
C 5.12 -3.09 0.50
C 5.34 -1.77 0.87
C 4.28 -0.95 1.24
C -0.70 -1.68 3.84
P -1.74 -1.11 2.40
C -3.10 -0.19 3.25
C -3.84 0.69 2.46
C -4.84 1.48 2.99
C -5.15 1.40 4.34
C -4.43 0.53 5.14
C -3.41 -0.25 4.60
C -2.63 -2.76 2.20
C -2.08 -3.62 1.25
C -2.66 -4.84 0.94
C -3.83 -5.23 1.59
C -4.39 -4.39 2.54
C -3.80 -3.17 2.84
H -0.11 0.33 4.33
H 0.58 -0.90 5.38
H 2.06 -1.70 3.64
H 2.35 0.00 3.96
H 2.47 0.80 -0.66
H 3.23 3.07 -1.21
H 3.25 4.83 0.54
H 2.44 4.29 2.82
H 1.68 2.04 3.37
H 1.75 -3.14 0.82
H 3.63 -4.61 0.20
H 5.95 -3.72 0.21
H 6.35 -1.37 0.88
H 4.47 0.08 1.53
H -1.38 -2.01 4.63
H -0.18 -2.58 3.48
H -3.55 0.81 1.42
H -5.37 2.19 2.35
H -5.92 2.03 4.77
H -4.64 0.47 6.20
H -2.85 -0.89 5.27
H -1.18 -3.30 0.72
H -2.22 -5.48 0.19
H -4.29 -6.18 1.35
H -5.29 -4.70 3.06
H -4.26 -2.53 3.58
N 7.25 4.63 -8.16
C 6.47 4.24 -7.42
C 5.49 3.76 -6.49
C 4.20 4.30 -6.48
C 3.26 3.82 -5.58
C 3.58 2.80 -4.68
C 4.88 2.27 -4.71
C 5.82 2.74 -5.60
C 2.61 2.31 -3.76
C 1.78 1.89 -2.98
H 3.95 5.09 -7.17
H 2.26 4.24 -5.57
H 5.12 1.48 -4.01
H 6.82 2.32 -5.61
C -3.50 -2.07 0.46
N -2.90 -1.57 -0.81
C -3.24 -0.15 -1.08
C -1.41 -1.80 -0.84
C -0.90 -1.75 -2.25
C -1.24 -2.83 -3.08
C -0.84 -2.84 -4.41
C -0.10 -1.77 -4.89
C 0.24 -0.72 -4.06
C -0.15 -0.66 -2.72
H -4.56 -1.83 0.48
H -2.99 -1.58 1.29
H -3.35 -3.14 0.53
H -3.27 -2.12 -1.59
H -2.88 0.46 -0.26
H -4.32 -0.05 -1.19
H -2.74 0.18 -2.00
H -1.26 -2.79 -0.40
H -0.95 -1.05 -0.19
H -1.80 -3.67 -2.68
H -1.10 -3.68 -5.05
H 0.22 -1.77 -5.93
H 0.81 0.11 -4.47


# 2
16
Properties=species:S:1:pos:R:3 method="wB97M-V/def2-TZVPD" spin_multiplicity=1 e_above_lowest_kj_mol=205.37 e_tot_ev=-8867.0841
O -0.97 -0.12 0.26
C 0.22 -0.60 0.84
C 0.78 -1.83 0.19
C 0.16 -1.91 1.57
H -1.34 0.54 0.87
H 0.91 0.17 1.18
H 0.20 -2.23 -0.63
H 1.85 -1.91 0.09
H -0.82 -2.37 1.65
H 0.81 -2.06 2.43
C -0.09 1.93 -1.81
C -0.59 2.52 -0.57
N -0.99 2.98 0.41
H 0.93 1.57 -1.66
H -0.72 1.07 -2.07
H -0.10 2.66 -2.62


# 3
56
Properties=species:S:1:pos:R:3 method="wB97M-V/def2-TZVPD" charge=+2 spin_multiplicity=1 e_above_lowest_kj_mol=493.39 e_tot_ev=-46151.4827
Al 1.23 -4.70 0.12
C -0.46 -0.11 1.00
C -0.08 -1.57 0.77
O -0.34 -2.23 -0.31
O 0.46 -2.13 1.75
H 0.44 0.51 0.94
H -0.88 0.06 1.99
H -1.16 0.40 0.34
O -5.90 -1.76 -4.12
C -4.98 -1.92 -3.33
O -3.76 -2.32 -3.65
C -2.86 -2.39 -2.43
C -3.83 -2.42 -1.27
C -4.96 -1.55 -1.86
H -2.34 -1.43 -2.36
H -2.14 -3.20 -2.38
H -3.44 -2.08 -0.31
H -4.22 -3.35 -0.87
H -4.89 -0.46 -1.76
H -5.93 -1.76 -1.40
O 2.18 1.63 2.35
C 2.37 0.72 3.17
O 1.65 0.67 4.28
C 2.16 -0.25 5.22
C 3.53 -0.64 4.70
C 3.36 -0.33 3.19
H 1.47 -1.10 5.19
H 2.35 0.22 6.19
H 3.68 -1.67 5.04
H 4.28 0.05 5.09
H 3.20 -1.19 2.54
H 4.32 -0.02 2.77
O 2.59 -2.04 -0.88
C 2.93 -0.83 -0.99
O 3.89 -0.25 -0.19
C 4.14 1.14 -0.70
C 3.03 1.59 -1.65
C 2.58 0.17 -2.18
H 5.15 1.01 -1.09
H 4.30 1.88 0.08
H 3.30 2.32 -2.41
H 2.20 1.94 -1.04
H 3.08 -0.15 -3.09
H 1.51 0.03 -2.10
O -0.87 1.12 -3.16
C -1.39 1.82 -2.34
O -2.72 1.65 -2.22
C -3.15 2.17 -0.92
C -2.07 3.21 -0.55
C -0.82 2.72 -1.24
H -3.28 1.30 -0.29
H -4.18 2.50 -0.82
H -1.98 3.16 0.54
H -2.33 4.22 -0.86
H -0.09 2.13 -0.69
H -0.36 3.52 -1.81


# 4
21
Properties=species:S:1:pos:R:3 method="wB97M-V/def2-TZVPD" spin_multiplicity=1 e_above_lowest_kj_mol=129.37 e_tot_ev=-8495.5514
C -0.89 2.28 0.37
C 0.34 1.77 0.37
C 0.94 0.95 -0.74
C 1.55 -0.36 -0.24
C 2.23 -1.15 -1.36
H -1.26 2.87 1.20
H -1.57 2.14 -0.47
H 0.99 1.95 1.23
H 1.73 1.54 -1.23
H 0.18 0.75 -1.51
H 0.77 -0.97 0.22
H 2.28 -0.14 0.55
H 2.69 -2.07 -0.98
H 3.03 -0.55 -1.83
H 1.52 -1.42 -2.14
C -2.71 -0.80 0.29
O -2.19 -0.36 1.52
H -3.76 -1.09 0.45
H -2.18 -1.68 -0.10
H -2.70 -0.02 -0.48
H -1.42 0.20 1.33